Molecular formula: C16H16FNO2
Method: DFT, ωB97M-V/def2-TZVPD

CARTESIAN COORDINATES (ANGSTROEM)
1 F -0.40436 -0.47133 -2.29128
2 C -0.81698 -1.18507 -1.21616
3 C -0.08798 -2.30095 -0.85442
4 C -0.49517 -3.03959 0.24202
5 C -1.62019 -2.65444 0.95121
6 C -2.33972 -1.53663 0.56451
7 C -1.95412 -0.77414 -0.53043
8 C -2.73294 0.44170 -0.98133
9 N -2.04275 1.71433 -0.91403
10 C -1.89348 2.31911 0.38717
11 C -0.91050 1.64782 1.37303
12 C 0.42433 1.31574 0.76338
13 C 1.08179 2.21016 -0.06995
14 C 2.30386 1.90911 -0.66640
15 C 2.84758 0.67911 -0.39335
16 C 2.20451 -0.22165 0.45415
17 C 1.00062 0.07211 1.04137
18 O 2.95518 -1.36524 0.55769
19 C 4.08854 -1.15519 -0.25673
20 O 4.02011 0.12554 -0.84162
21 H 0.78274 -2.57576 -1.42798
22 H 0.06721 -3.91054 0.54053
23 H -1.94136 -3.22858 1.80747
24 H -3.22265 -1.24822 1.11737
25 H -3.01408 0.29600 -2.03148
26 H -3.64982 0.52565 -0.39156
27 H -1.14681 1.65760 -1.38641
28 H -1.57822 3.35208 0.21382
29 H -2.88285 2.35174 0.85363
30 H -1.35376 0.73091 1.76468
31 H -0.76654 2.33133 2.21488
32 H 0.64066 3.17420 -0.26966
33 H 2.80074 2.60727 -1.31848
34 H 0.51443 -0.63961 1.68813
35 H 4.12022 -1.92132 -1.04904
36 H 5.00176 -1.23324 0.35526

Atomic forces in eV per Å
-0.085 0.009 0.120
-0.134 -0.235 0.136
-0.065 0.120 -0.200
-0.031 0.020 -0.006
-0.028 -0.107 0.170
0.107 -0.030 -0.119
0.034 0.053 -0.122
0.095 0.008 -0.280
0.111 0.053 -0.268
0.165 0.004 0.227
-0.210 0.169 -0.106
0.034 0.026 0.034
-0.115 -0.057 0.100
0.319 -0.235 -0.077
-0.374 -0.281 0.383
0.203 0.491 -0.296
0.328 -0.063 -0.034
-0.451 0.109 0.200
0.955 -0.837 -0.180
-0.173 0.449 -0.120
0.117 0.003 -0.070
0.062 -0.081 0.025
-0.026 -0.056 0.069
-0.095 0.056 0.046
-0.110 -0.054 0.167
0.005 -0.078 -0.070
-0.109 0.019 -0.018
-0.079 -0.004 0.130
0.045 0.125 0.011
0.030 0.044 0.067
-0.063 -0.036 0.081
-0.083 0.127 -0.036
0.079 0.105 -0.091
-0.133 -0.117 0.068
-0.082 0.202 0.154
-0.243 0.080 -0.095

Computed properties:
Largest force on an atom in eV/A: 1.3
Charge: 0
Structure (SMILES): Fc1ccccc1CNCCc1ccc2c(c1)OCO2
ΔE to the lowest compared entry with this formula, charge and spin in kcal per mole: 31.2
Electronic energy in eV: -25153.642